[1]
# C3H6HoO3

A structure of composition C3H6HoO3 at a distorted geometry (ωB97M-V/def2-TZVPD, OMol25).

frontier orbital gap (spin up / spin down): 4.54 / 3.96 eV
expectation value of S²: 6.00
energy relative to the best compared isomer or geometry (same formula, charge and spin): 0.0 kcal/mol
LUMO level (spin up / spin down): -17.210 / -17.786 eV
net charge: +3
2S+1: 5

Positions of all 13 atoms, in Å:
H1 -2.2654 -0.6953 0.3902
O1 -0.3815 -0.1881 0.3173
Ho1 -1.9231 -3.4543 -1.8882
O2 -0.1650 -1.7569 -1.3113
C1 -0.6264 -1.3233 -0.2507
O3 -1.9221 -1.5798 -0.0900
C2 0.7861 0.5947 -0.1293
C3 1.0291 1.6699 0.8918
H2 1.6217 -0.1075 -0.2191
H3 0.5295 0.9962 -1.1153
H4 1.3382 1.2422 1.8536
H5 1.8410 2.3079 0.5191
H6 0.1378 2.2942 1.0319

[2]
# C31H41BrN6O5PPbSSbSe4

A structure of composition C31H41BrN6O5PPbSSbSe4 at a distorted geometry (ωB97M-V/def2-TZVPD, OMol25).

frontier orbital gap: 5.72 eV
energy relative to the best compared isomer or geometry (same formula, charge and spin): 17.9 kcal/mol
LUMO level: 3.743 eV
net charge: -2

Positions of all 92 atoms, in Å:
Pb1 0.0487 -1.6110 0.4400
Se1 -5.8414 -0.2661 0.8269
Sb1 -4.8419 -1.6894 2.5011
Se2 -2.1597 -2.1651 1.9699
Se3 -2.7748 -4.0672 0.8738
Se4 -5.0551 -4.1696 1.6676
C1 1.4298 -2.2436 2.3709
C2 2.7495 -1.6463 2.5210
C3 2.9085 -0.3622 3.0587
C4 4.1601 0.1799 3.2586
C5 5.2994 -0.5460 2.9436
C6 5.1647 -1.7961 2.3576
C7 3.9109 -2.3355 2.1471
H1 0.7753 -1.9295 3.1885
H2 1.4860 -3.3299 2.3619
H3 2.0248 0.2049 3.3214
H4 4.2596 1.1715 3.6851
H5 6.2805 -0.1320 3.1433
H6 6.0525 -2.3513 2.0748
H7 3.8074 -3.3101 1.6877
C8 3.7883 0.1861 -0.4683
S1 2.3329 -0.5513 -1.3699
C9 3.3724 -1.8498 -2.1451
O1 2.0621 0.4767 -2.3858
H8 4.3679 0.7484 -1.1882
H9 4.3781 -0.5950 -0.0082
H10 3.4059 0.8438 0.2999
H11 4.1722 -1.3925 -2.7149
H12 2.7280 -2.4392 -2.7842
H13 3.7530 -2.4649 -1.3398
O2 0.3550 0.8485 1.0228
P1 -0.6098 1.9661 0.9232
N1 0.2288 3.3046 0.4102
C10 -0.3752 4.5954 0.1575
C11 0.7732 5.4479 -0.3816
C12 1.9902 4.8508 0.3227
C13 1.6783 3.3565 0.2937
N2 -1.9331 1.6834 -0.0145
C14 -3.1759 2.4509 0.0810
C15 -3.6270 2.6586 -1.3601
C16 -3.0946 1.3987 -2.0328
C17 -1.7208 1.2440 -1.3960
N3 -1.3120 2.4541 2.3867
C18 -0.3164 2.7655 3.4122
C19 -0.9753 2.3646 4.7272
C20 -1.7712 1.1334 4.3112
C21 -2.3258 1.5659 2.9586
H14 -0.7726 5.0260 1.0878
H15 -1.1973 4.5127 -0.5573
H16 0.6341 6.5099 -0.1766
H17 0.8668 5.3076 -1.4591
H18 2.0404 5.2091 1.3540
H19 2.9276 5.0874 -0.1778
H20 2.1476 2.8046 1.1094
H21 2.0003 2.9050 -0.6513
H22 -3.0205 3.3809 0.6280
H23 -3.9303 1.8499 0.5997
H24 -3.1599 3.5451 -1.7956
H25 -4.7096 2.7386 -1.4201
H26 -3.0383 1.4643 -3.1169
H27 -3.7332 0.5618 -1.7497
H28 -0.9657 1.8626 -1.9000
H29 -1.3669 0.2139 -1.4288
H30 -0.0643 3.8290 3.3685
H31 0.6035 2.1859 3.2581
H32 -1.6569 3.1527 5.0540
H33 -0.2521 2.1658 5.5162
H34 -2.5556 0.8632 5.0153
H35 -1.1018 0.2823 4.1810
H36 -3.2643 2.1207 3.0795
H37 -2.5195 0.7151 2.3015
Br1 0.2421 -7.0954 -2.9346
C22 -1.0423 -5.7083 -3.1009
C23 -1.9596 -5.8163 -4.1322
C24 -2.9066 -4.8212 -4.3051
C25 -2.9431 -3.7419 -3.4383
C26 -2.0439 -3.6717 -2.3922
C27 -1.0748 -4.6515 -2.2055
C28 -0.0842 -4.5148 -1.0682
O3 1.0503 -4.9337 -1.1922
O4 -0.5478 -3.9415 -0.0166
H38 -1.9343 -6.6778 -4.7846
H39 -3.6200 -4.8979 -5.1137
H40 -3.6692 -2.9552 -3.5724
H41 -2.0768 -2.8277 -1.7207
O5 0.5403 -1.8342 -2.2053
N4 -0.3013 -1.1877 -2.9456
C29 -0.0064 -0.9120 -4.1942
C30 -0.9207 -0.1511 -4.9416
N5 -1.6207 0.4918 -5.5923
C31 1.1341 -1.3374 -4.9054
N6 2.0390 -1.7651 -5.4751

[3]
# CH9N6

A structure of composition CH9N6 at a distorted geometry (ωB97M-V/def2-TZVPD, OMol25).

frontier orbital gap (spin up / spin down): 8.46 / 7.40 eV
expectation value of S²: 2.01
energy relative to the best compared isomer or geometry (same formula, charge and spin): 0.0 kcal/mol
LUMO level (spin up / spin down): -2.791 / -5.731 eV
net charge: +1
2S+1: 3

Positions of all 16 atoms, in Å:
C1 -1.7295 -0.1356 -0.0842
N1 -0.9232 -1.1705 0.2879
N2 -3.0426 -0.3311 -0.0374
N3 -1.2503 1.1441 -0.1795
N4 2.9810 0.4827 0.1887
N5 2.0231 0.1164 -0.7295
N6 0.3020 -0.9363 0.6033
H1 -3.4783 -1.2504 0.1919
H2 -3.6647 0.5297 -0.1839
H3 -0.2970 1.3859 -0.0584
H4 -1.8935 1.7774 -0.4238
H5 2.8845 1.0946 1.0006
H6 3.8817 0.0218 0.0811
H7 2.4033 -0.5188 -1.4434
H8 1.2169 -0.2904 -0.0981
H9 0.5867 -1.9196 0.8846

[4]
# C5H8N2

The molecule C5H8N2 at a distorted geometry (ωB97M-V/def2-TZVPD, OMol25).

frontier orbital gap: 11.12 eV
energy relative to the best compared isomer or geometry (same formula, charge and spin): 41.0 kcal/mol
SMILES: N#C[C@H](N)C1CC1
LUMO level: 0.833 eV

Positions of all 15 atoms, in Å:
N1 0.7131 0.6243 2.5621
C1 0.8290 0.2035 1.4908
C2 0.9489 -0.3582 0.1238
N2 2.2023 -0.0641 -0.5456
C3 -0.3565 -0.1789 -0.6510
C4 -1.5120 0.7985 -0.6945
C5 -1.5841 -0.3909 0.2041
H1 0.9560 -1.4475 0.2531
H2 2.9542 -0.5485 -0.0583
H3 2.4187 0.9259 -0.5285
H4 -0.2738 -0.7127 -1.5924
H5 -1.5540 1.7945 -0.2658
H6 -2.0779 0.7036 -1.6178
H7 -2.2503 -1.2371 0.0800
H8 -1.4136 -0.1127 1.2398

[5]
# CH3F2NO

A cluster of 2 separate species, CH3F2NO in total (ωB97M-V/def2-TZVPD, OMol25).

frontier orbital gap (spin up / spin down): 10.02 / 8.79 eV
energy relative to the best compared isomer or geometry (same formula, charge and spin): 127.9 kcal/mol
LUMO level (spin up / spin down): 1.010 / 0.492 eV

Positions of all 8 atoms, in Å:
C1 -1.2488 -0.4243 0.6570
N1 1.5269 0.6216 -0.6301
O1 0.7818 1.1220 0.2857
F1 -0.7522 -1.3765 -0.1254
F2 -2.2731 0.1863 0.0883
H1 -1.3342 -0.6609 1.7043
H2 1.2143 0.7253 -1.5927
H3 2.0854 -0.1935 -0.3870

[6]
# CH10O3

A cluster of 4 separate species, CH10O3 in total at a distorted geometry (ωB97M-V/def2-TZVPD, OMol25).

frontier orbital gap: 11.83 eV
energy relative to the best compared isomer or geometry (same formula, charge and spin): 31.7 kcal/mol
SMILES: C.O.O.O
LUMO level: 0.413 eV

Positions of all 14 atoms, in Å:
C1 -4.4322 -4.9766 -0.3192
H1 -3.6717 -4.1827 -0.5622
H2 -4.9729 -5.1935 -1.1445
H3 -5.2203 -4.7837 0.5704
H4 -3.7195 -5.7893 -0.0444
O1 2.9542 4.0217 -2.0846
H5 2.9924 3.8490 -3.0336
H6 2.0643 3.6847 -1.9477
O2 3.4960 3.5788 4.4419
H7 2.6185 3.3939 4.1834
H8 4.1171 2.7984 4.3143
O3 1.4522 0.9921 -1.2123
H9 0.6427 0.7213 -1.6493
H10 1.6791 1.8856 -1.5124